Below is an isolated molecule of C2H4N4O in a non-equilibrium geometry, with properties calculated with wB97M-V/def2-TZVPD.

Properties
- Orbital gap: 9.89 eV
- Energy relative to the best compared isomer or geometry (same formula, charge and spin): 131.0 kcal per mole
- E_HOMO: -9.4 eV
- LUMO level: 0.5 eV
- SMILES: [H]/N=C1\NN=CON1
- Net charge: 0

The geometry in XYZ format:
```
11
Properties=species:S:1:pos:R:3:forces:R:3
H 1.739967 0.066483 2.292023 -0.7 -0.4 -0.2
N 0.939966 0.618919 1.989441 -1.3 0.8 -2.0
C 0.320302 0.291344 0.920020 1.0 -3.3 -0.5
N 0.366545 -1.049689 0.192958 5.3 2.6 -0.3
N 0.299873 -0.824647 -1.262779 -4.0 -1.3 -1.8
C -0.918041 -0.376882 -1.690436 7.1 -0.2 4.9
O -1.435022 0.444175 -0.720743 -2.9 -1.8 -2.2
N -0.500004 1.065700 0.085198 1.0 1.0 1.1
H 1.526700 -1.216331 0.266531 -4.1 -0.1 -0.1
H -1.177976 -0.535375 -2.714122 -0.9 0.7 -0.3
H -1.162310 1.516304 0.641909 -0.7 2.0 1.3
```
Positions in Å, forces in eV/Å.


Below is an isolated molecule of C2H4N4O, with properties calculated with wB97M-V/def2-TZVPD.

Properties
- Orbital gap: 9.67 eV
- Energy relative to the best compared isomer or geometry (same formula, charge and spin): 50.9 kcal per mole
- E_HOMO: -8.8 eV
- LUMO level: 0.9 eV
- SMILES: [H]/N=c1/ocnn1N
- Net charge: 0

The geometry in XYZ format:
```
11
Properties=species:S:1:pos:R:3:forces:R:3
H -0.843468 -1.992358 -1.187623 -0.1 0.3 0.1
N -1.283238 -1.069712 -1.173980 0.1 -0.3 0.0
C -0.602570 -0.250431 -0.510064 0.2 -0.1 -0.4
O -0.977759 1.072082 -0.391901 0.1 0.0 0.4
C -0.082296 1.628163 0.470296 0.4 -0.1 -0.3
N 0.868548 0.860490 0.836464 -0.2 0.2 0.2
N 0.609069 -0.322200 0.165294 -0.7 0.4 -0.3
N 1.195157 -1.514481 0.480824 0.5 0.0 -0.5
H -0.193380 2.671860 0.707828 0.0 0.0 0.1
H 1.055654 -1.735987 1.451566 0.1 -0.1 0.4
H 2.185715 -1.465237 0.241829 -0.3 -0.2 0.2
```
Positions in Å, forces in eV/Å.


Below is an isolated molecule of C2H4N4O in a non-equilibrium geometry, with properties calculated with wB97M-V/def2-TZVPD.

Properties
- Orbital gap: 9.89 eV
- Energy relative to the best compared isomer or geometry (same formula, charge and spin): 41.4 kcal per mole
- E_HOMO: -9.2 eV
- LUMO level: 0.7 eV
- SMILES: Nc1n[nH]c(O)n1
- Net charge: 0

The geometry in XYZ format:
```
11
Properties=species:S:1:pos:R:3:forces:R:3
N -1.019046 -1.624410 1.156114 0.5 0.5 0.2
C -0.253202 -0.518561 0.746123 0.6 0.5 -0.6
N 0.891371 -0.052840 1.245267 1.6 0.0 -1.9
N 1.372787 0.854459 -0.043967 -1.5 -0.6 0.9
C 0.270142 0.888058 -0.758470 -0.8 -0.3 0.1
O 0.103659 1.685795 -1.816171 0.0 0.1 0.1
N -0.709390 0.119762 -0.355754 -0.5 -0.3 -0.7
H -0.653124 -2.234578 1.874824 0.3 0.4 -0.1
H -1.322958 -2.167097 0.345756 0.0 0.6 0.4
H 2.181257 1.377087 -0.457803 -0.5 -0.9 1.9
H -0.861495 1.672327 -1.935918 0.3 0.0 -0.4
```
Positions in Å, forces in eV/Å.


Below is an isolated molecule of C2H4N4O in a non-equilibrium geometry, with properties calculated with wB97M-V/def2-TZVPD.

Properties
- Orbital gap: 8.89 eV
- Energy relative to the best compared isomer or geometry (same formula, charge and spin): 123.2 kcal per mole
- E_HOMO: -9.1 eV
- LUMO level: -0.2 eV
- SMILES: [H]/N=c1/ncn(N)o1
- Net charge: 0

The geometry in XYZ format:
```
11
Properties=species:S:1:pos:R:3:forces:R:3
H 3.459879 -1.190975 -0.048297 -4.0 2.8 -0.5
N 2.746821 -0.271562 -0.165261 -2.1 -0.2 1.8
C 1.431151 -0.004600 0.045601 3.9 -4.1 -1.6
N 0.905022 1.264187 0.112534 -2.6 1.8 -1.2
C -0.369217 1.246495 -0.228869 1.7 -3.5 1.7
N -0.888124 -0.077489 -0.477473 3.5 0.6 -0.9
N -2.057464 -0.399585 0.049973 -0.5 -1.3 1.4
O 0.363421 -0.958045 0.002619 -0.4 2.0 -0.3
H -1.198064 1.927523 -0.088480 0.6 0.9 -0.4
H -2.017142 -0.150104 1.079165 -0.9 -1.4 -1.3
H -2.376288 -1.385847 -0.281507 0.7 2.5 1.3
```
Positions in Å, forces in eV/Å.